A structure of composition C56H151N7NiO19 in a non-equilibrium geometry. Source: the Open Molecules 2025 dataset; level of theory: ωB97M-V with the def2-TZVPD basis set.

Geometry as XYZ:
```
234
C56H151N7NiO19 ωB97M-V with the def2-TZVPD basis set
Ni 0.50140 -0.71115 -3.78709
C -1.01454 -3.22525 -7.10552
C -1.51453 -1.86624 -6.65729
C -2.79312 -1.39876 -7.36904
C -4.08428 -2.16219 -7.00764
C -4.24134 -2.10436 -5.48759
C -2.91910 -2.48262 -4.70911
N -1.79370 -1.70766 -5.18276
O -0.65927 -2.14935 -4.53006
C -2.62680 -4.03081 -4.80164
C -3.06098 -2.04496 -3.23856
C -0.41311 -0.83913 -6.89407
H -0.47792 -3.68883 -6.30115
H -0.37505 -3.02704 -7.91040
H -1.82967 -3.90312 -7.25648
H -2.62357 -1.40221 -8.48777
H -2.99680 -0.38907 -7.08920
H -4.13531 -3.22561 -7.41203
H -4.97979 -1.74614 -7.50741
H -5.06385 -2.82234 -5.19325
H -4.49958 -1.03913 -5.23592
H -1.54585 -4.32731 -4.77892
H -3.17971 -4.58198 -5.61915
H -3.09252 -4.53097 -3.93595
H -2.22541 -2.28029 -2.58929
H -3.95999 -2.53130 -2.83538
H -3.21994 -0.98223 -3.20521
H -0.66193 0.12933 -6.42315
H -0.38451 -0.60123 -7.96822
H 0.57554 -1.13966 -6.54679
C -1.93045 -0.15578 -0.19649
C -0.75852 0.81604 -0.49456
C -0.44741 1.61812 0.70585
C 0.24907 0.94000 1.82747
C 1.48726 0.16997 1.37550
C 1.30266 -0.67639 -0.01056
N 0.47574 0.11826 -0.95069
O 0.10930 -0.79956 -1.91942
C 0.62745 -2.06731 0.40267
C 2.67364 -1.07073 -0.59253
C -1.22834 1.81287 -1.59967
H -2.81669 0.47551 0.05421
H -1.73571 -0.80209 0.68112
H -2.15976 -0.79488 -0.97108
H -1.39396 2.07313 1.03202
H 0.20052 2.43092 0.40576
H -0.34870 0.13542 2.27617
H 0.44819 1.67646 2.69689
H 1.67541 -0.67010 2.14162
H 2.37186 0.77644 1.43629
H 1.38321 -2.81495 0.55450
H 0.05452 -2.44108 -0.42809
H 0.01409 -2.06282 1.30419
H 2.67560 -1.94301 -1.23499
H 3.34559 -1.26427 0.23577
H 3.12011 -0.31119 -1.20654
H -0.47725 2.62440 -1.81237
H -2.09850 2.32492 -1.22923
H -1.47390 1.35162 -2.57120
C 0.71011 -5.45042 -1.15084
C 1.59270 -4.77553 -2.25444
C 1.99093 -5.82100 -3.25409
O 2.66015 -5.37512 -4.42261
C 1.99449 -5.22387 -5.64056
N 1.09381 -3.60692 -2.94421
H 1.09981 -6.44859 -0.82723
H -0.29873 -5.55307 -1.49956
H 0.68871 -4.87612 -0.24886
H 2.42417 -4.51306 -1.66839
H 1.01811 -6.33889 -3.54280
H 2.68962 -6.54195 -2.82619
H 2.61426 -5.53756 -6.49938
H 1.71185 -4.23510 -5.93391
H 1.07058 -5.82059 -5.65586
H 0.66120 -2.93437 -2.32725
H 0.25272 -3.84930 -3.55408
C 1.09142 1.25358 8.55073
C 1.74645 2.48545 7.93014
C 2.90861 1.95586 7.04097
O 3.73035 2.97527 6.72654
C 4.68552 2.74251 5.72192
N 0.79907 3.14003 7.02844
H 1.70905 0.82712 9.30898
H 0.79398 0.56578 7.77083
H 0.18026 1.55132 9.11276
H 2.10117 3.16594 8.64711
H 2.51124 1.50998 6.09164
H 3.47927 1.09145 7.54258
H 5.47681 3.51596 5.73743
H 4.27650 2.63974 4.72019
H 5.21536 1.74177 5.82381
H 1.21789 3.93496 6.57476
H -0.02146 3.50793 7.57866
C -5.48486 4.18585 1.44728
C -4.53491 4.97630 2.39026
C -5.22438 6.04817 3.18401
O -4.35377 6.75534 4.02703
C -4.94929 7.45091 5.07770
N -3.85173 4.01813 3.27667
H -6.02892 4.86948 0.82193
H -6.21873 3.64518 1.99771
H -4.90860 3.45155 0.84972
H -3.81253 5.39649 1.71742
H -6.12621 5.70994 3.72879
H -5.68430 6.77316 2.47987
H -4.16487 7.93371 5.68671
H -5.54506 6.77898 5.75118
H -5.62509 8.12462 4.63908
H -4.48860 3.39639 3.69005
H -3.25520 4.52827 3.90837
C 3.46846 -1.97223 5.75960
C 3.38519 -1.55279 4.31180
C 4.68120 -1.03356 3.71456
O 4.54255 -0.80584 2.36740
C 5.12137 0.39345 1.94672
N 2.90073 -2.69837 3.55295
H 3.96082 -1.24815 6.44377
H 4.04901 -2.92698 5.78486
H 2.44029 -2.16797 6.09450
H 2.65211 -0.67468 4.20102
H 5.48124 -1.71791 3.89150
H 4.87720 -0.14873 4.22123
H 5.04669 0.31602 0.86724
H 6.12227 0.49535 2.34660
H 4.52967 1.22721 2.30557
H 2.74310 -2.47704 2.60048
H 3.57416 -3.42707 3.51804
C -0.09753 6.92151 3.62090
C -0.09898 5.50254 3.11274
C 0.78604 5.33160 1.86125
O 2.07105 5.51322 2.34497
C 3.03689 4.62480 1.79564
N 0.29670 4.62399 4.25594
H -0.13533 7.67563 2.85816
H 0.74929 7.16619 4.31182
H -1.00865 7.14583 4.21269
H -1.15998 5.31707 2.72541
H 0.62749 6.17381 1.14133
H 0.66942 4.35589 1.38422
H 4.00554 5.02828 2.11238
H 2.99231 4.65330 0.74908
H 2.90734 3.56171 2.15636
H 0.18147 3.55391 4.10411
H 1.25882 4.80731 4.49889
C -1.52574 -4.19609 5.68805
C -0.09574 -3.72867 5.67034
O 0.15813 -3.25936 4.34045
H -1.93088 -4.55777 6.69462
H -1.65783 -5.00580 4.98798
H -2.10297 -3.33740 5.34678
H 0.62045 -4.46477 6.07116
H -0.14577 -2.91716 6.45107
H 1.10127 -3.11822 4.11386
C -2.23532 1.58002 4.94156
C -1.20993 0.50483 5.28271
O 0.16203 0.98182 5.25537
H -1.99979 2.53264 5.50861
H -3.20790 1.19147 5.23737
H -2.29884 1.84247 3.88054
H -1.12489 -0.38991 4.58620
H -1.45561 0.15365 6.32543
H 0.31900 1.68049 5.94865
C 5.41904 -2.91405 -1.80496
C 5.21653 -3.82485 -2.96519
O 4.63384 -3.06920 -4.00644
H 4.52473 -2.30479 -1.77911
H 6.22176 -2.20135 -2.05478
H 5.53232 -3.43763 -0.87839
H 4.48811 -4.54870 -2.54852
H 6.22879 -4.17994 -3.33682
H 3.95078 -3.64270 -4.37194
C 4.26422 -6.07785 0.04119
C 3.60474 -5.04511 0.91892
O 4.53501 -4.45778 1.77823
H 4.74937 -6.84965 0.65040
H 4.99140 -5.59885 -0.57279
H 3.60450 -6.56161 -0.61441
H 2.78829 -5.41407 1.51958
H 3.05438 -4.24886 0.25375
H 5.01933 -3.75522 1.23758
C 1.70829 2.79656 -6.03121
C 2.00412 1.53196 -5.31510
O 0.91741 1.20722 -4.44396
H 0.73188 2.63531 -6.57752
H 2.54333 3.06668 -6.65559
H 1.56050 3.63534 -5.39883
H 2.93416 1.46253 -4.78533
H 2.08045 0.75772 -6.08430
H 1.03112 1.71466 -3.62987
C 1.37763 -6.78527 4.38953
C 0.32823 -6.60545 3.34492
O 0.67707 -5.58942 2.39826
H 1.50378 -5.81951 4.92712
H 2.29581 -7.12979 3.94366
H 1.09925 -7.54627 5.10231
H -0.62241 -6.38380 3.77951
H 0.19811 -7.60850 2.80120
H 0.46371 -4.76493 2.80930
C -5.80484 5.97583 -3.94803
C -6.76131 5.22073 -4.84654
O -6.14188 4.06603 -5.27005
H -5.21327 5.24831 -3.40309
H -6.30571 6.69912 -3.22174
H -5.07408 6.56454 -4.59483
H -7.02419 5.81279 -5.74735
H -7.69062 4.91806 -4.37022
H -5.62282 3.62834 -4.59845
C -6.21013 1.62001 -1.40696
C -5.31064 1.34941 -2.61202
O -4.82704 2.54077 -3.28361
H -6.60535 0.63277 -1.05120
H -7.07609 2.27448 -1.61401
H -5.55596 2.09636 -0.62993
H -5.89181 0.69977 -3.34670
H -4.51014 0.71281 -2.24894
H -4.04722 2.29289 -3.81058
C 4.46855 2.07739 -1.79259
C 3.06761 2.75593 -1.77045
O 2.04838 1.87479 -2.25319
H 4.76030 1.89129 -2.79166
H 4.44218 1.27705 -1.06581
H 5.15604 2.89481 -1.50145
H 3.03092 3.64724 -2.45964
H 2.78625 3.22856 -0.81015
H 1.57123 1.31760 -1.57334
O 2.20765 -1.70722 -4.28247
H 3.05741 -1.39519 -3.84169
H 1.88100 -2.59156 -3.81483
O -2.91379 1.95187 -4.96130
H -3.46733 2.08379 -5.77081
H -2.57500 1.01609 -5.00799
O -4.66504 2.53032 -7.04354
H -5.34323 3.12784 -6.70137
H -5.19595 1.79009 -7.27589
```

Calculated values
Frontier orbital gap (alpha / beta), hartree: 0.284 / 0.286
E_HOMO (alpha / beta), eV: -7.15 / -7.18
Net charge: 0
⟨S²⟩: 2.005
LUMO (alpha / beta), eV: 0.5940 / 0.5940
Spin multiplicity: 3
Max |F|, eV Å⁻¹: 3.27

A cluster of 2 separate species, C25H37N5O5P2S in total in a non-equilibrium geometry. Source: the Open Molecules 2025 dataset; level of theory: ωB97M-V with the def2-TZVPD basis set.

Geometry as XYZ:
```
75
C25H37N5O5P2S ωB97M-V with the def2-TZVPD basis set
C -4.24755 5.17375 0.56122
C -4.26672 4.06215 -0.45780
C -5.44153 3.43578 -0.85242
C -5.37456 2.39676 -1.76554
C -4.17371 1.96786 -2.29833
C -2.99711 2.60404 -1.92003
C -1.64453 2.16024 -2.45533
C -0.76620 1.85640 -1.27713
C 0.14834 2.66207 -0.74303
N 0.46694 3.96049 -1.25091
C 1.21585 3.98364 -2.21348
S 2.20709 4.18405 -3.38897
C 0.88234 2.17386 0.46635
O 2.02669 2.49594 0.67855
C 0.09008 1.29535 1.37882
P 0.36750 1.35717 3.20269
C -1.25787 2.00681 3.82308
O 1.41223 2.58561 3.50184
C -0.81630 0.45301 0.85370
C -1.63784 -0.51072 1.66373
C -3.09804 -0.69319 1.18250
C -3.42259 -2.08562 0.66675
N -2.45484 -2.77033 -0.13921
O -4.49024 -2.58147 0.93459
C -0.97466 0.51711 -0.63657
O -1.27277 -0.43493 -1.31858
C -3.05866 3.64837 -1.00612
H -3.85996 4.75074 1.49287
H -5.23534 5.57870 0.76136
H -3.53374 5.94599 0.28056
H -6.39118 3.73392 -0.42970
H -6.29447 1.91133 -2.06706
H -4.10601 1.14164 -2.99367
H -1.21009 2.92543 -3.09605
H -1.75289 1.23673 -3.02243
H -1.93409 2.22886 2.99596
H -1.11661 2.91331 4.40846
H -1.69491 1.21885 4.43145
H 1.01153 3.44800 3.33539
H -1.17751 -1.50304 1.63439
H -1.66779 -0.23181 2.71204
H -3.81056 -0.54628 1.99119
H -3.34679 0.04171 0.41260
H -2.78724 -2.79239 -1.09715
H -2.43247 -3.73089 0.19063
H -2.15087 4.15985 -0.70792
C 5.10935 -3.77838 -1.35924
N 4.10542 -4.20153 -0.40915
C 3.64977 -5.55371 -0.69961
P 2.89275 -3.19421 0.22793
O 2.58372 -3.84049 1.53817
N 3.59025 -1.70213 0.78566
C 4.98468 -1.68683 1.20571
C 2.75100 -1.07260 1.79931
N 2.33274 -2.50113 -1.28057
C 2.74515 -1.17549 -1.71160
C 0.86979 -2.63743 -1.44847
H 4.71614 -3.67340 -2.38173
H 5.90935 -4.52145 -1.38438
H 5.57685 -2.84063 -1.07422
H 3.07141 -5.59968 -1.63520
H 3.02039 -5.92551 0.10888
H 4.50073 -6.23135 -0.78458
H 5.24147 -2.51962 1.87309
H 5.19867 -0.75383 1.72965
H 5.65834 -1.70275 0.34967
H 2.85709 -1.53872 2.78453
H 1.69500 -1.13248 1.51828
H 3.00446 -0.01183 1.87947
H 2.32936 -0.36640 -1.10031
H 2.39557 -1.04444 -2.74039
H 3.82706 -1.07563 -1.72826
H 0.32425 -1.98353 -0.76831
H 0.55841 -3.66659 -1.24678
H 0.57048 -2.40311 -2.47088
```

Calculated values
Energy above the lowest of the compared OMol25 structures with the same formula, charge and spin, kcal/mol: 0.0
Frontier orbital gap, hartree: 0.255
E_HOMO, eV: -8.18
Net charge: 0
LUMO, eV: -1.2470
Spin multiplicity: 1
Max |F|, eV Å⁻¹: 5.36

A structure of composition C2H7N2OP in a non-equilibrium geometry. Source: the Open Molecules 2025 dataset; level of theory: ωB97M-V with the def2-TZVPD basis set.

Geometry as XYZ:
```
13
C2H7N2OP ωB97M-V with the def2-TZVPD basis set
C -0.34035 0.22698 1.07625
C -0.22219 -1.15039 0.40680
N 0.39320 1.26108 0.44346
N 1.01737 -0.02415 -2.21485
O 1.06795 -1.35774 -0.05834
P 1.82483 -0.02633 -0.71516
H -1.36696 0.61200 1.08886
H -0.02479 0.20689 2.19017
H -0.50373 -1.86785 1.23927
H -1.01234 -1.11494 -0.37381
H 0.87563 1.80966 1.04942
H 1.11825 0.91969 -2.67360
H 0.23600 -0.71873 -2.35181
```

Calculated values
Energy above the lowest of the compared OMol25 structures with the same formula, charge and spin, kcal/mol: 54.7
Frontier orbital gap, hartree: 0.338
E_HOMO, eV: -8.20
Net charge: 0
LUMO, eV: 1.0064
Spin multiplicity: 1
Max |F|, eV Å⁻¹: 6.32

A cluster of 7 separate species, C23H61BO20S6 in total. Source: the Open Molecules 2025 dataset; level of theory: ωB97M-V with the def2-TZVPD basis set.

Geometry as XYZ:
```
111
C23H61BO20S6 ωB97M-V with the def2-TZVPD basis set
C -2.89903 3.09241 2.09731
C -3.76725 2.05304 1.43025
O -3.81844 2.20719 -0.01644
S -2.56323 1.70618 -0.83344
C -3.30454 1.66942 -2.42235
O -2.22339 0.37835 -0.40609
O -1.53904 2.70834 -0.81312
H -1.85072 2.96667 1.83306
H -2.98504 3.00268 3.17958
H -3.20534 4.09633 1.80240
H -3.41571 1.04229 1.64456
H -4.80665 2.12049 1.73806
H -4.09285 0.92151 -2.42197
H -2.50951 1.42539 -3.12604
H -3.69676 2.66021 -2.63580
C 2.15790 4.02223 2.46422
C 1.76355 2.71859 3.11718
O 1.71797 2.81762 4.57112
S 0.45447 3.52506 5.22129
C 0.60724 2.82331 6.82399
O -0.71944 3.03840 4.56157
O 0.67240 4.93607 5.28957
H 1.38983 4.78272 2.59467
H 2.30107 3.85119 1.39677
H 3.08938 4.40133 2.88601
H 0.79400 2.36249 2.77044
H 2.49651 1.93404 2.93721
H 0.47412 1.74813 6.74789
H -0.17524 3.27244 7.43214
H 1.59009 3.06655 7.21995
C -2.96931 -3.72733 -7.39036
C -1.80056 -4.54509 -6.89061
O -0.52079 -4.01156 -7.33174
S 0.03631 -2.74560 -6.56243
C 1.70167 -2.83669 -7.11111
O -0.02605 -2.98860 -5.15105
O -0.57297 -1.55784 -7.07639
H -2.99324 -2.74047 -6.93191
H -3.89544 -4.24891 -7.14562
H -2.91414 -3.60199 -8.47136
H -1.78304 -4.61595 -5.80290
H -1.80922 -5.55218 -7.30092
H 2.14467 -3.75438 -6.73467
H 2.20784 -1.96632 -6.69643
H 1.71146 -2.80238 -8.19712
C 7.45930 -0.08634 8.24627
C 6.98838 1.34660 8.34494
O 6.56015 1.87949 7.06162
S 5.12613 1.45217 6.54157
C 4.92561 2.68676 5.31481
O 4.17275 1.65678 7.59411
O 5.19348 0.16491 5.92248
H 6.63901 -0.76193 8.01110
H 7.89294 -0.38217 9.20233
H 8.21948 -0.18659 7.47203
H 6.16800 1.46189 9.05324
H 7.79448 2.01449 8.63989
H 4.89652 3.65720 5.80285
H 3.96548 2.46713 4.85594
H 5.74026 2.62358 4.59895
C 0.22570 -4.11617 -1.98967
C 0.66902 -3.75258 -0.59347
O 1.88069 -4.45369 -0.18609
S 3.26449 -3.90815 -0.72264
C 4.29616 -4.71493 0.44918
O 3.30963 -2.49017 -0.52391
O 3.53132 -4.42746 -2.02847
H 0.91713 -3.75052 -2.74635
H -0.74890 -3.66578 -2.18064
H 0.14075 -5.19796 -2.09629
H 0.83979 -2.68204 -0.48002
H -0.05901 -4.06139 0.15332
H 4.06666 -4.33046 1.43862
H 5.32064 -4.47876 0.16977
H 4.12047 -5.78527 0.38621
C -10.19402 -0.16693 0.61311
C -9.59973 -0.19237 2.00252
O -8.42237 -1.04320 2.08738
S -7.06429 -0.45584 1.52256
C -5.97066 -1.60209 2.27961
O -6.86773 0.85237 2.07493
O -7.01509 -0.61790 0.10324
H -9.53492 0.33111 -0.09542
H -11.14249 0.37061 0.64506
H -10.37867 -1.18015 0.25714
H -9.32640 0.80334 2.35143
H -10.28292 -0.63460 2.72390
H -6.03426 -1.48824 3.35788
H -4.97387 -1.35387 1.91920
H -6.24953 -2.60439 1.96628
C 3.39949 0.24633 -2.62227
C 3.37905 -0.13357 -4.10394
O 3.66861 0.97320 -4.94804
C 2.49851 1.67906 -5.38706
B 1.94860 2.56330 -4.19292
C 0.55144 2.44844 -3.51210
O -0.42820 1.62614 -4.15545
C -0.21367 0.23906 -3.97249
H 2.55098 -0.16751 -2.07765
H 3.37197 1.33474 -2.52887
H 4.29991 -0.11312 -2.13010
H 4.12806 -0.89379 -4.32793
H 2.40701 -0.55563 -4.37665
H 2.83090 2.33538 -6.19654
H 1.77383 0.98231 -5.82111
H 2.68369 3.40946 -3.77044
H 0.11260 3.45013 -3.44304
H 0.66384 2.13975 -2.46035
H 0.20747 -0.20317 -4.87383
H 0.42768 0.03653 -3.11059
H -1.17486 -0.24888 -3.79856
```

Calculated values
Frontier orbital gap, hartree: 0.344
E_HOMO, eV: -8.92
Net charge: 0
LUMO, eV: 0.4420
Spin multiplicity: 1
Max |F|, eV Å⁻¹: 0.36